Model P:
ORCA calculation (ωB97M-V/def2-TZVPD) on a molecular structure, C19H18N7O5S6SbW.

CARTESIAN COORDINATES (ANGSTROEM)
W -0.32314 0.58138 0.82506
N 4.32079 -1.44101 2.06441
C 3.14233 -0.77893 1.69079
S 3.55752 0.95257 1.55309
N 2.10598 -1.48199 1.49350
N 0.89313 -1.14822 0.96924
C -0.05514 -2.17744 1.26374
C -0.79228 -2.72218 0.11647
C -1.02993 -4.07321 -0.10635
C -1.71188 -4.46110 -1.24623
C -2.16326 -3.50573 -2.15685
C -1.95167 -2.15644 -1.94158
C -1.26360 -1.79172 -0.79607
O -1.08017 -0.49766 -0.47498
H 4.75813 -1.05861 2.89127
H 4.16626 -2.43674 2.14022
H 0.35054 -2.93801 1.92805
H -0.66950 -4.81007 0.60103
H -1.89639 -5.51040 -1.43373
H -2.69759 -3.82538 -3.04199
H -2.29651 -1.38451 -2.61286
S -3.06680 -0.66924 1.77657
Sb -3.61437 1.70165 0.27076
S -1.31717 2.40601 -0.26470
S -1.20003 -1.06091 2.42659
S -4.38113 0.85472 -1.65140
O 1.31020 1.40114 0.27164
C 1.92128 1.67431 1.52674
N 0.99063 1.06305 2.46519
S 0.09308 2.14146 3.25066
O 0.11697 2.13296 4.67432
O -1.23109 1.88789 2.62831
C 0.89471 3.57092 2.60658
C 0.63735 4.89788 2.89603
C 1.43705 5.84686 2.27922
C 2.45614 5.46034 1.41085
C 2.70051 4.12280 1.13570
C 1.90615 3.17125 1.75194
H -0.15275 5.17893 3.57899
H 1.27105 6.89744 2.47523
H 3.06755 6.21926 0.94079
H 3.48513 3.82839 0.45078
C 0.08305 2.82972 -5.86005
N 0.14775 1.88462 -4.77735
C 1.30987 1.09420 -4.43173
C 0.77557 0.29181 -3.23163
O 1.44761 -0.43892 -2.53783
N -0.55718 0.57054 -3.07347
C -0.86414 1.49385 -3.96219
N -2.08728 2.03161 -4.02495
H 1.05995 3.29418 -5.98953
H -0.62270 3.62826 -5.62791
H -0.20459 2.36637 -6.80915
H 2.16213 1.71069 -4.14121
H 1.61563 0.41938 -5.23554
H -2.78337 1.67832 -3.37492
H -2.37710 2.60334 -4.79482

Calculated values
Spin multiplicity: 1
Orbital gap (Ha): 0.2326

So, what does the Löwdin scheme give us? The charges, in e, come out as: 1.39 0.02 -0.67 1.09 0.04 -0.25 -0.44 -0.19 -0.02 -0.07 -0.06 0.01 -0.31 -0.40 0.07 0.09 0.12 0.12 0.10 0.11 0.09 0.09 0.47 0.06 0.49 -0.18 -0.34 -0.86 -0.27 0.63 -0.24 -0.53 -0.22 -0.02 -0.05 -0.05 0.00 -0.20 0.13 0.11 0.11 0.12 -0.04 -0.11 -0.04 -0.48 0.05 0.16 -0.43 0.20 0.09 0.08 0.09 0.13 0.13 -0.02 0.10

---

Model Q:
ORCA calculation (ωB97M-V/def2-TZVPD) on a molecular structure, C19H18N7O5S6SbW.

CARTESIAN COORDINATES (ANGSTROEM)
W -0.02677 0.61691 -0.18918
N 3.57483 -1.72502 2.73073
C 2.56668 -1.15902 1.98295
S 1.71783 -2.46848 1.12258
N 2.43410 0.10674 2.09710
N 1.40722 0.93439 1.64200
C 1.49130 2.05880 2.27630
C 0.60918 3.18205 2.18066
C 0.95853 4.39011 2.79867
C 0.08845 5.45643 2.79659
C -1.16355 5.31165 2.19545
C -1.53521 4.12486 1.59852
C -0.64453 3.04742 1.57324
O -0.99566 1.90163 1.02466
H 4.14691 -1.03127 3.19186
H 4.10211 -2.43501 2.24483
H 2.32020 2.14159 2.97265
H 1.92811 4.47280 3.27574
H 0.36538 6.39245 3.26125
H -1.85448 6.14539 2.19445
H -2.50136 4.00610 1.12618
S -2.19894 -0.55763 -3.86010
Sb -0.27939 0.25872 -2.97901
S -0.84385 2.49891 -1.60731
S 1.11335 2.47523 -1.08809
S 1.39274 0.53513 -4.40164
O -0.06687 -1.42151 -0.53969
C 1.29451 -1.64043 -0.49144
N 1.81531 -0.30414 -0.55928
S 3.31987 -0.31218 -1.21037
O 4.28787 -0.75504 -0.23930
O 3.58941 0.90686 -1.90233
C 2.96714 -1.73734 -2.20817
C 3.63101 -2.20028 -3.32261
C 3.15011 -3.35845 -3.91903
C 2.04704 -4.02224 -3.39433
C 1.39987 -3.54921 -2.25994
C 1.87387 -2.39165 -1.67070
H 4.46963 -1.65564 -3.73477
H 3.62505 -3.73795 -4.81373
H 1.67696 -4.91202 -3.88650
H 0.52737 -4.05461 -1.86550
C -5.44026 -1.71716 0.51051
N -4.11397 -1.14731 0.61232
C -3.19311 -1.38571 1.70277
C -1.98550 -0.65172 1.18722
O -0.87913 -0.54394 1.70214
N -2.24237 -0.08839 -0.01709
C -3.50391 -0.44316 -0.35791
N -4.09402 -0.09187 -1.47766
H -5.66008 -2.24952 1.43176
H -5.50599 -2.42861 -0.31591
H -6.19407 -0.93850 0.38218
H -2.95875 -2.44450 1.83309
H -3.53870 -0.96843 2.65022
H -3.47230 0.04891 -2.30774
H -4.99911 -0.48516 -1.67930

Calculated values
Spin multiplicity: 1
Orbital gap (Ha): 0.2393

So, what does the Löwdin scheme give us? The charges, in e, come out as: 1.33 0.06 -0.69 1.06 0.03 -0.08 -0.06 -0.18 -0.03 -0.09 -0.07 -0.01 -0.39 -0.36 0.10 0.08 0.14 0.12 0.10 0.11 0.12 -0.07 0.29 0.14 0.26 -0.04 -0.39 -0.87 -0.38 0.59 -0.28 -0.34 -0.25 -0.04 -0.06 -0.06 -0.01 -0.22 0.13 0.11 0.11 0.12 -0.02 -0.08 0.00 -0.47 -0.01 0.08 -0.36 0.19 0.10 0.10 0.10 0.15 0.15 -0.07 0.11

---

On energetic grounds, model Q is preferred over the next structure by 40.4 kJ/mol.

---

Model P:
ORCA calculation (ωB97M-V/def2-TZVPD) on 13 unconnected molecules or ions with the total composition C5H38N2O13.

CARTESIAN COORDINATES (ANGSTROEM)
N 1.17730 -0.65407 1.15143
C 1.55844 0.70538 0.69303
C 2.28913 1.43895 1.81467
C 0.30327 1.53173 0.26533
N -0.57611 0.69848 -0.57155
C -1.69120 1.47443 -1.15402
C -2.59297 0.52439 -1.92795
O -1.94278 0.05298 -3.08727
H -1.22327 -0.60793 -2.84896
H 0.58203 -0.60130 2.00352
H 0.59332 -1.10990 0.47090
H 2.23286 0.56590 -0.21085
H 3.14524 0.82168 2.17466
H 1.63841 1.70075 2.73142
H 2.73742 2.39348 1.44668
H -0.24940 1.86536 1.16543
H 0.68038 2.47012 -0.23424
H 0.07399 0.34816 -1.32710
H -1.33958 2.29881 -1.81988
H -2.26972 1.93672 -0.27129
H -2.86350 -0.29709 -1.32386
H -3.48954 1.02184 -2.31601
H -0.51985 -1.88217 3.15920
H -1.48381 -0.82368 3.81839
O -0.51560 -1.04098 3.71626
H -2.79234 -0.39885 2.43025
H -2.53847 0.86576 3.22141
O -2.94414 -0.05424 3.29356
H 1.61248 -1.72554 -1.99758
H 1.20450 -0.45072 -2.76466
O 0.83068 -1.24366 -2.33346
H 0.20844 2.96782 -3.22951
H 1.20473 4.08370 -2.80796
O 0.85422 3.28780 -2.54869
H 0.98149 1.19499 -4.10817
H 1.78502 1.67388 -2.97483
O 1.73582 0.94537 -3.55403
H -0.86256 1.77036 4.37588
H -0.44146 0.73037 3.38071
O -0.82785 1.61258 3.46369
H -1.58082 -1.88633 1.49938
H -1.54405 -0.62516 0.51182
O -2.14767 -1.22747 1.03569
H 2.80765 -3.28975 -0.85887
H 2.66015 -1.99291 -0.12661
O 2.85823 -2.36649 -1.01172
H 2.22977 -2.08757 2.18277
H 1.91255 -2.27496 3.61708
O 2.11320 -2.79150 2.82738
H -0.35652 -3.12936 1.01101
H 0.52280 -3.18907 2.24423
O -0.42394 -3.10490 1.96085
H -1.16034 1.28717 -3.87862
H -1.05531 2.08949 -5.21979
O -0.60984 1.97428 -4.38011
H -0.23696 -2.17822 -1.30164
H -1.61125 -2.56354 -0.79102
O -0.64263 -2.73531 -0.68639

Calculated values
Spin multiplicity: 1
Orbital gap (Ha): 0.3643

So, what does the Löwdin scheme give us? The charges, in e, come out as: 0.04 -0.40 -0.07 -0.19 -0.08 -0.18 -0.22 -0.09 0.11 0.06 0.03 0.15 0.08 0.09 0.09 0.11 0.12 0.09 0.10 0.16 0.09 0.13 0.02 0.03 -0.13 -0.04 0.06 -0.08 0.02 0.00 -0.10 0.02 0.01 -0.04 0.02 -0.01 -0.03 0.04 0.00 -0.05 0.01 0.03 -0.09 0.05 0.04 -0.02 0.00 0.06 -0.05 0.00 0.04 -0.08 0.05 0.08 -0.08 -0.05 0.09 -0.04

---

Model Q:
ORCA calculation (ωB97M-V/def2-TZVPD) on 14 unconnected molecules or ions with the total composition C5H38N2O13.

CARTESIAN COORDINATES (ANGSTROEM)
C -2.65445 0.06876 -0.12350
C -1.83901 0.06870 1.14171
C -0.92061 -1.17170 1.18607
N 2.83916 -0.49583 1.75673
C 1.50056 -0.84711 2.05794
C 0.56420 -0.85042 1.11557
N -1.86246 0.32855 -1.34185
H -3.46496 0.81577 -0.05393
H -3.22561 -0.87142 -0.20354
H -2.54110 0.15966 1.97695
H -1.12737 0.89862 1.12713
H -1.09343 -1.80001 2.06772
H -1.05599 -1.86864 0.34620
H 3.40566 -0.33927 2.56678
H 2.93794 0.28635 1.10561
H 1.30289 -1.25575 3.03936
H 0.79885 -0.55795 0.09428
H -2.47791 0.89266 -1.93142
H -1.15878 1.03911 -1.12941
H 2.12686 0.39641 -1.89893
H 2.20184 1.55475 -2.84848
O 2.02310 1.39930 -1.91985
H 3.97134 -3.42726 0.26306
H 3.42745 -2.02988 0.60078
O 3.80829 -2.55573 -0.13348
H -2.42026 -0.75013 -3.97886
H -1.34608 -0.83401 -4.84666
O -2.00546 -1.45466 -4.48902
H -0.61053 -1.04462 4.91487
H -1.47191 -1.28359 3.71751
O -0.95487 -0.57664 4.13671
H 0.82144 4.12232 2.03890
H 0.09854 2.76118 2.26454
O 0.44687 3.36044 1.56521
H 2.73496 2.10455 -0.32697
H 1.96611 2.64403 0.97854
O 2.80342 2.25300 0.65471
H -1.46355 -4.08617 3.40059
H -2.96097 -3.47560 3.01099
O -2.08581 -3.35556 3.34695
H 0.85666 1.41509 3.61828
H -0.61352 1.35480 4.12590
O 0.07619 1.94954 3.77530
H 2.78598 -1.64820 -1.39721
H 1.33774 -1.71857 -2.06573
O 2.23536 -1.35697 -2.15099
H 0.22807 -0.21486 -3.27538
H 1.15064 -1.20652 -4.00524
O 0.56644 -0.44042 -4.14683
H -3.45476 2.79113 -3.27600
H -2.59481 3.37174 -2.11797
O -3.22080 2.68821 -2.35190
H 0.16650 3.82508 -0.42697
H 1.06780 3.07879 -1.46631
O 0.32215 3.69566 -1.36703
H -0.85745 -2.10228 -3.50741
H -0.83523 -3.06958 -2.27584
O -0.25531 -2.63483 -2.93818

Calculated values
Spin multiplicity: 1
Orbital gap (Ha): 0.3009

So, what does the Löwdin scheme give us? The charges, in e, come out as: -0.30 -0.19 -0.20 0.03 -0.20 -0.11 0.02 0.11 0.11 0.11 0.10 0.05 0.11 0.08 0.06 0.10 0.09 0.02 0.06 0.03 0.06 -0.09 0.06 0.00 -0.08 0.05 0.05 -0.05 0.07 0.01 -0.06 0.08 0.01 -0.08 0.02 -0.01 -0.10 0.06 0.05 -0.03 0.04 0.04 -0.05 0.02 0.02 -0.07 0.02 0.04 -0.07 0.05 0.04 -0.04 -0.01 -0.01 -0.07 -0.02 0.06 -0.10

---

On energetic grounds, model P is preferred over the next structure by 109.6 kJ/mol.

---

Model P:
ORCA calculation (ωB97M-V/def2-TZVPD) on 3 unconnected molecules or ions with the total composition C2H5NO3S.

CARTESIAN COORDINATES (ANGSTROEM)
C 2.26397 2.12470 -0.98025
C -0.45363 -0.47455 0.19197
N -0.85379 0.66170 0.68850
O 1.17584 2.36273 -0.70820
O 3.36543 1.96266 -1.22697
O 1.58535 -0.35598 -1.65632
S -0.75121 -1.89493 1.08480
H -0.64373 1.50268 0.17015
H 1.63741 -1.11868 -2.23390
H -1.32409 0.77479 1.58719
H 0.80398 -0.49624 -1.07009
H -1.38792 -1.43952 2.19554

Calculated values
Spin multiplicity: 1
Orbital gap (Ha): 0.3664

So, what does the Löwdin scheme give us? The charges, in e, come out as: -0.46 -0.61 0.00 0.18 0.23 -0.11 0.77 0.07 0.03 0.10 -0.07 -0.14

---

Model Q:
ORCA calculation (ωB97M-V/def2-TZVPD) on 2 unconnected molecules or ions with the total composition C2H5NO3S.

CARTESIAN COORDINATES (ANGSTROEM)
C -0.08884 -0.20680 0.85088
C -0.75499 -0.31950 -0.51019
N 1.63857 -1.04378 -0.40441
O -0.26814 -2.75182 -0.59658
O 1.25881 -0.60513 0.67823
O 2.01870 0.60603 -1.35380
S 0.22409 -1.58612 -1.33052
H -0.11554 0.81627 1.14593
H -0.48692 -0.90741 1.67657
H -1.83937 -0.49166 -0.56488
H -0.67674 0.67297 -1.07436
H 2.91750 0.38736 -1.12306

Calculated values
Spin multiplicity: 1
Orbital gap (Ha): 0.3593

So, what does the Löwdin scheme give us? The charges, in e, come out as: -0.18 -0.31 -0.17 -0.48 -0.14 -0.17 0.97 0.12 0.16 0.11 0.12 -0.01

---

On energetic grounds, model P is preferred over the next structure by 509.7 kJ/mol.

---

Model P:
ORCA calculation (ωB97M-V/def2-TZVPD) on C2H5NO3S in the gas phase.

CARTESIAN COORDINATES (ANGSTROEM)
C -1.09040 0.60293 -1.25584
C 1.18248 -1.67018 0.87309
N -1.00592 1.82653 -0.71542
O -0.79333 -0.41065 -0.39775
O 0.68920 0.70853 1.52912
O -1.42670 0.41747 -2.39633
S -0.08465 -0.46612 1.32591
H 0.86418 -2.61982 1.11063
H 2.12590 -1.47324 1.38234
H 1.17369 -1.57521 -0.26957
H -0.68978 2.05530 0.22413
H -0.94465 2.60446 -1.41031

Calculated values
Spin multiplicity: 1
Orbital gap (Ha): 0.3749

So, what does the Löwdin scheme give us? The charges, in e, come out as: -0.71 -0.21 0.16 -0.24 -0.47 0.09 1.00 0.01 0.07 0.09 0.08 0.14

---

Model Q:
ORCA calculation (ωB97M-V/def2-TZVPD) on C2H5NO3S in the gas phase.

CARTESIAN COORDINATES (ANGSTROEM)
C -1.90110 -0.68626 0.72782
C -0.92574 -0.00383 -0.22263
O -1.26561 0.09633 -1.37872
O 0.23235 0.35005 0.36216
S 1.60701 0.28594 -0.54217
N 2.83489 0.76376 0.23429
O 1.67469 -0.98870 -1.17031
H -1.18819 -1.31411 1.32755
H -2.57359 -1.39854 0.23602
H -2.45681 -0.03688 1.30865
H 1.18152 1.12192 -1.44392
H 2.78056 1.81034 0.56126

Calculated values
Spin multiplicity: 1
Orbital gap (Ha): 0.4054
Structure (SMILES): CC(=O)O[S@@H](=N)=O

So, what does the Löwdin scheme give us? The charges, in e, come out as: 0.03 -0.56 0.11 -0.16 0.70 -0.23 -0.30 0.11 0.10 0.06 0.07 0.08

---

On energetic grounds, model P is preferred over the next structure by 143.4 kJ/mol.